The molecule C4H6N2. Source: OMol25; level of theory: wB97M-V/def2-TZVPD.

The geometry in XYZ format:
```
12
Properties=species:S:1:pos:R:3
C -1.754 -0.248 -0.033
C -0.287 -0.015 0.030
C 0.778 -0.885 0.010
C 1.937 -0.082 0.061
N 1.631 1.187 0.160
N 0.267 1.201 0.176
H -2.325 0.528 0.470
H -2.116 -0.292 -1.058
H -2.039 -1.189 0.432
H 0.728 -1.960 -0.028
H 2.976 -0.370 0.038
H 0.205 2.124 -0.259
```

Output
**Relative energy (zero: lowest compared OMol25 entry of this formula, charge and spin)**: 104.0 kJ/mol
**Kohn-Sham gap**: 10.19 eV
**SMILES**: Cc1ccn[nH]1
**E_HOMO**: -9.2 eV

Results of the Mulliken charge analysis, in e, for atoms 1 through 8: C -1.0817; C 0.4807; C -0.3521; C -0.3754; N -0.7793; N 0.1337; H 0.3201; H 0.2526